i | {"formula": "C5H8N4O", "method": "the ωB97M-V functional and the def2-TZVPD basis", "elements": ["C", "H", "C", "H", "N", "N", "H", "N", "O", "H", "H", "C", "N", "C", "C", "H", "H", "H"], "coordinates": [[2.05, 0.01, 0.88], [2.80, 0.53, 1.43], [-1.00, -2.01, 0.61], [0.04, 2.80, 0.84], [-1.12, -3.19, 0.06], [-0.46, -1.12, -1.58], [1.74, 2.67, 0.85], [-0.28, 0.24, 0.31], [2.65, -2.37, 0.45], [0.33, -0.69, -2.03], [-1.21, -0.51, -1.93], [0.84, 2.18, 1.14], [-0.49, -1.04, -0.20], [0.82, 0.72, 0.72], [2.25, -1.27, 0.59], [-1.47, -3.93, 0.56], [0.73, 2.43, 2.23], [-0.87, -3.36, -0.93]], "lowdin_charge": [-0.041, 0.113, -0.175, 0.056, 0.051, 0.074, 0.065, 0.079, 0.178, 0.069, 0.098, -0.035, -0.290, -0.356, -0.134, 0.047, 0.104, 0.099], "spin_multiplicity": 1, "lumo_energy_ev": 0.45, "homo_lumo_gap_ev": 8.501}

***

ii | {"formula": "C5H8N4O", "method": "the ωB97M-V functional and the def2-TZVPD basis", "elements": ["H", "H", "N", "N", "H", "O", "C", "C", "C", "N", "H", "H", "C", "H", "H", "H", "N", "C"], "coordinates": [[-0.16, 2.00, -2.49], [0.50, 0.03, -4.38], [0.07, -1.08, -1.30], [-2.02, 1.24, -1.92], [0.55, -3.04, -1.52], [-1.20, 1.58, 1.12], [-0.02, -0.10, -2.20], [-0.12, 1.66, -0.43], [0.69, -1.89, -3.29], [0.46, -2.15, -1.99], [-2.45, 0.72, -1.16], [0.11, 1.97, 1.45], [-0.57, 1.25, -1.80], [-1.81, 0.88, 0.79], [1.13, -2.63, -3.95], [-2.39, 2.19, -1.89], [0.84, 2.03, 0.24], [0.38, -0.55, -3.48]], "lowdin_charge": [0.155, 0.105, 0.093, 0.055, 0.157, -0.242, -0.284, -0.199, -0.097, -0.028, 0.070, 0.230, -0.307, 0.024, 0.116, 0.086, 0.087, -0.020], "spin_multiplicity": 1, "lumo_energy_ev": 0.74, "homo_lumo_gap_ev": 9.804}

***

Most stable to least stable: ii, i

***

i | {"formula": "C5H6O2S", "method": "the ωB97M-V functional and the def2-TZVPD basis", "elements": ["C", "H", "C", "O", "C", "S", "H", "H", "H", "H", "C", "C", "H", "O"], "coordinates": [[-1.12, 0.51, -0.44], [-0.88, 0.23, 1.79], [-0.75, -0.16, 0.80], [1.62, 1.62, 0.28], [-1.13, -0.55, -1.50], [-0.45, -1.84, 0.64], [-0.68, -2.67, -1.64], [-0.37, 1.29, -0.66], [-2.09, 1.01, -0.35], [3.51, 1.24, 1.62], [1.71, 0.78, 1.15], [-0.77, -1.76, -1.08], [-1.42, -0.32, -2.51], [2.83, 0.61, 1.90]], "lowdin_charge": [-0.259, 0.059, -0.412, -0.010, -0.166, 0.948, 0.065, 0.117, 0.130, 0.105, -0.310, -0.393, 0.105, 0.023], "spin_multiplicity": 1, "lumo_energy_ev": [-0.71, 0.04], "homo_lumo_gap_ev": [6.170, 8.230]}

***

ii | {"formula": "C5H6O2S", "method": "the ωB97M-V functional and the def2-TZVPD basis", "elements": ["H", "H", "H", "C", "H", "C", "C", "S", "C", "H", "H", "C", "O", "O"], "coordinates": [[-1.04, 1.86, 0.88], [1.20, 1.23, 0.80], [-1.21, 1.32, -0.93], [0.56, 0.63, 0.14], [0.63, -0.76, 1.77], [-0.92, 1.07, 0.12], [-1.26, -0.35, 0.60], [0.80, -1.96, -0.35], [1.49, -0.68, -1.45], [-1.80, -0.84, -0.23], [-1.88, -0.48, 1.49], [0.18, -0.71, 0.72], [2.13, -0.91, -2.43], [1.12, 0.57, -1.12]], "lowdin_charge": [0.115, 0.157, 0.134, -0.364, 0.142, -0.078, -0.193, 1.049, -0.721, 0.116, 0.112, -0.582, 0.075, 0.037], "spin_multiplicity": 1, "lumo_energy_ev": 0.60, "homo_lumo_gap_ev": 10.277, "smiles": "O=C1O[C@H]2CC[C@H]2S1"}

***

Most stable to least stable: ii, i

***

i | {"formula": "C5H13NSi", "method": "the ωB97M-V functional and the def2-TZVPD basis", "elements": ["H", "H", "C", "H", "H", "H", "H", "H", "H", "C", "C", "N", "H", "C", "H", "H", "Si", "H", "H", "C"], "coordinates": [[3.67, 1.01, 1.08], [3.02, -2.11, -0.13], [-3.48, 0.93, 0.64], [3.25, 1.86, -0.53], [1.45, -2.55, -0.43], [-3.15, 0.46, -1.36], [-4.23, 1.83, 0.48], [-1.98, -1.51, -1.08], [2.14, 2.08, 0.84], [-2.30, -0.94, -0.13], [2.00, -1.86, 0.14], [0.10, 0.56, -0.02], [-0.47, 1.14, -0.64], [-3.17, 0.12, -0.35], [1.85, -0.08, -1.98], [1.70, -2.04, 1.17], [1.60, 0.03, -0.45], [-1.78, -1.17, 0.72], [-3.04, 0.85, 1.67], [2.82, 1.39, 0.36]], "lowdin_charge": [0.062, 0.004, -0.021, -0.009, -0.030, 0.087, 0.092, 0.088, -0.012, -0.001, -0.209, -0.039, -0.001, -0.321, -0.029, 0.015, 0.440, 0.011, 0.082, -0.209], "spin_multiplicity": 1, "lumo_energy_ev": [-0.28, -1.42], "homo_lumo_gap_ev": [9.482, 6.487]}

***

ii | {"formula": "C5H13NSi", "method": "the ωB97M-V functional and the def2-TZVPD basis", "elements": ["H", "H", "H", "H", "C", "C", "H", "H", "Si", "H", "C", "H", "H", "H", "H", "C", "N", "C", "H", "H"], "coordinates": [[2.35, 2.01, 0.66], [2.04, -1.35, 1.15], [1.06, 1.67, 1.73], [2.48, 0.88, 1.88], [-2.11, 0.04, -0.56], [-3.07, -0.87, -0.71], [1.41, -0.97, -2.04], [-3.53, -0.98, -1.67], [1.32, -0.31, 0.36], [-2.19, 0.16, 1.45], [1.95, -0.21, -1.44], [-1.93, 0.62, -1.47], [-0.93, 1.11, 0.85], [-3.42, -1.54, 0.00], [3.02, -0.24, -1.72], [-1.40, 0.21, 0.75], [-0.28, -0.67, 0.80], [1.84, 1.26, 1.19], [-0.23, -1.66, 0.65], [1.60, 0.83, -1.85]], "lowdin_charge": [0.022, -0.001, 0.003, -0.024, -0.150, 0.003, 0.012, 0.039, 0.479, 0.103, -0.225, 0.097, 0.065, 0.039, 0.022, -0.272, -0.135, -0.184, 0.059, 0.048], "spin_multiplicity": 1, "lumo_energy_ev": 1.01, "homo_lumo_gap_ev": 9.982, "smiles": "C=CCN[SiH](C)C"}

***

Most stable to least stable: ii, i